Computed, not measured: the molecule C4H3NO2, with ωB97M-V/def2-TZVPD.

Atoms and positions in Å:
N  0.42  -0.80  -2.25
C  0.39  -0.18  -1.28
C  0.11  0.39  0.04
C  -1.44  0.13  0.00
O  -2.18  1.04  -0.28
C  1.14  -0.24  1.01
O  1.71  -1.27  0.77
H  0.20  1.47  0.10
H  -1.78  -0.92  0.02
H  1.43  0.38  1.88

Summary:
**E_HOMO**: -0.398 Ha
**Kohn-Sham gap**: 10.566 eV
**Relative energy (zero: lowest compared OMol25 entry of this formula, charge and spin)**: 47.13 kcal per mole

Computed, not measured: a cluster of 2 separate species, C2H8N3 in total, with ωB97M-V/def2-TZVPD.

Atoms and positions in Å:
C  0.25  -2.13  -2.48
C  -0.17  -0.13  -0.85
N  -0.05  -1.16  -1.63
N  0.13  -0.12  0.41
N  -0.11  1.82  2.23
H  1.34  -2.24  -2.79
H  -0.59  -2.81  -2.98
H  -0.54  0.86  -1.40
H  -0.14  0.58  1.18
H  0.60  -0.91  0.63
H  -0.80  1.56  2.96
H  -0.64  2.54  1.96
H  0.72  2.12  2.76

Summary:
**E_HOMO**: -0.536 Ha
**Kohn-Sham gap**: 10.181 eV
**Relative energy (zero: lowest compared OMol25 entry of this formula, charge and spin)**: 67.10 kcal per mole
**Charge**: +1

Computed, not measured: a structure of composition C24H55BF2O18P3Tl, with ωB97M-V/def2-TZVPD.

Atoms and positions in Å:
Tl  1.64  -2.44  -0.78
B  0.18  0.16  -0.92
H  -0.10  -0.08  0.09
H  -0.02  1.20  -1.14
H  1.25  0.13  -1.06
H  -0.22  -0.53  -1.64
C  -3.37  -0.58  -1.12
C  -3.22  0.88  -0.61
O  -4.49  1.15  -0.14
C  -5.09  -0.04  0.25
O  -6.18  -0.07  0.84
O  -4.36  -1.07  -0.27
F  -2.93  1.61  -1.67
H  -2.48  -1.17  -0.88
H  -3.65  -0.57  -2.17
H  -2.40  0.88  0.11
C  -0.85  4.06  -0.47
C  -0.15  5.15  -1.17
O  0.90  5.39  -0.19
C  0.36  5.11  1.05
O  0.85  5.43  2.16
O  -0.79  4.45  0.86
F  -0.94  6.26  -1.32
H  -0.33  3.12  -0.67
H  -1.86  3.90  -0.84
H  0.20  4.95  -2.18
C  2.15  2.12  -3.66
C  0.97  1.44  -4.32
O  1.34  0.37  -5.17
P  0.89  -1.14  -4.86
O  1.39  -1.88  -3.69
O  -0.77  -1.06  -4.97
C  -1.58  -2.09  -4.53
C  -2.51  -2.59  -5.63
O  1.29  -1.71  -6.34
C  0.69  -1.16  -7.58
C  0.77  -2.10  -8.73
H  1.99  3.20  -3.59
H  2.37  1.68  -2.69
H  3.04  1.91  -4.26
H  0.22  1.13  -3.59
H  0.48  2.22  -4.91
H  -0.93  -2.92  -4.23
H  -2.11  -1.82  -3.62
H  -3.04  -1.69  -5.95
H  -1.84  -2.95  -6.41
H  -3.25  -3.32  -5.33
H  -0.38  -1.01  -7.40
H  1.12  -0.22  -7.91
H  0.71  -3.09  -8.27
H  -0.04  -1.97  -9.45
H  1.66  -1.94  -9.33
C  4.26  0.34  5.56
C  5.18  0.16  4.39
O  4.50  -0.61  3.39
P  3.59  0.13  2.23
O  2.95  -0.80  1.29
O  2.56  0.98  3.13
C  1.25  1.32  2.68
C  0.47  1.89  3.86
O  4.55  1.30  1.60
C  4.01  2.04  0.39
C  3.87  3.50  0.72
H  4.75  0.64  6.49
H  3.46  1.05  5.36
H  3.78  -0.58  5.91
H  5.62  1.10  4.05
H  6.02  -0.46  4.73
H  1.27  2.10  1.92
H  0.64  0.47  2.38
H  0.16  1.09  4.54
H  1.03  2.71  4.33
H  -0.46  2.24  3.42
H  4.63  1.76  -0.47
H  3.02  1.71  0.08
H  4.89  3.84  0.95
H  3.42  4.13  -0.04
H  3.31  3.73  1.62
C  -3.74  -4.91  2.09
C  -2.49  -4.11  1.68
O  -2.14  -3.29  2.76
P  -1.17  -1.99  2.54
O  0.07  -2.26  1.67
O  -2.26  -0.86  1.98
C  -3.05  -0.13  2.93
C  -3.90  -0.96  3.81
O  -0.80  -1.53  4.05
C  -0.16  -2.37  4.93
C  1.32  -2.11  4.98
H  -4.11  -5.31  1.14
H  -3.57  -5.66  2.85
H  -4.51  -4.27  2.52
H  -1.74  -4.86  1.40
H  -2.71  -3.53  0.79
H  -2.45  0.52  3.56
H  -3.64  0.62  2.40
H  -4.67  -0.50  4.44
H  -4.39  -1.74  3.22
H  -3.30  -1.54  4.52
H  -0.59  -2.11  5.90
H  -0.33  -3.43  4.78
H  1.53  -1.07  5.24
H  1.84  -2.81  5.63
H  1.67  -2.30  3.97

Summary:
**Multiplicity**: 2
**E_HOMO (alpha / beta)**: -0.626 / -0.626 Ha
**Kohn-Sham gap (alpha / beta)**: 2.798 / 3.237 eV
**Expectation value of S²**: 1.77
**Charge**: +3